Entry from the Open Molecules 2025 dataset: a 2-piece molecular cluster, C27H52FN2O6 overall in a non-equilibrium geometry (ωB97M-V with the def2-TZVPD basis set).

Computed properties:
Charge: +1
Highest occupied orbital energy, eV: -10.5
Max |F|, eV Å⁻¹: 1.1
Gap between HOMO and LUMO, eV: 7.99

CARTESIAN COORDINATES (ANGSTROEM)
C (-7.61, 2.38, 0.96)
C (-6.73, 2.86, 2.12)
C (-5.33, 2.24, 2.09)
C (-4.45, 2.85, 3.16)
O (-3.09, 2.38, 3.21)
C (-2.17, 2.72, 2.20)
C (-2.35, 4.15, 1.64)
C (-1.14, 4.82, 1.01)
F (-3.36, 4.16, 0.70)
C (-0.77, 2.61, 2.90)
C (-0.75, 1.59, 4.05)
O (0.63, 1.35, 4.30)
C (0.82, 0.15, 5.03)
C (0.66, -1.09, 4.15)
O (-0.50, -1.79, 4.55)
C (-0.66, -3.05, 3.91)
C (-0.78, -2.96, 2.40)
N (0.09, 2.11, 1.83)
C (-0.56, 1.54, 0.88)
C (0.09, 0.96, -0.32)
C (-0.51, -0.35, -0.89)
O (-1.22, -0.19, -2.10)
C (-2.01, 1.59, 1.13)
C (-2.83, 1.46, -0.20)
O (-3.69, 0.61, -0.19)
O (-2.32, 2.12, -1.14)
H (-8.26, 3.18, 0.59)
H (-6.98, 2.06, 0.12)
H (-8.22, 1.53, 1.24)
H (-7.21, 2.64, 3.08)
H (-6.62, 3.95, 2.04)
H (-4.92, 2.42, 1.10)
H (-5.41, 1.17, 2.26)
H (-4.85, 2.57, 4.14)
H (-4.48, 3.95, 3.13)
H (-2.71, 4.78, 2.46)
H (-0.41, 5.14, 1.76)
H (-1.51, 5.73, 0.53)
H (-0.67, 4.21, 0.25)
H (-0.38, 3.53, 3.35)
H (-1.27, 0.67, 3.78)
H (-1.22, 2.03, 4.93)
H (1.82, 0.19, 5.47)
H (0.11, 0.07, 5.86)
H (1.54, -1.74, 4.20)
H (0.55, -0.74, 3.11)
H (0.16, -3.72, 4.21)
H (-1.58, -3.47, 4.32)
H (-1.23, -3.88, 2.01)
H (-1.45, -2.13, 2.14)
H (0.18, -2.79, 1.91)
H (1.10, 2.18, 1.89)
H (-0.02, 1.74, -1.09)
H (1.17, 0.84, -0.16)
H (-1.15, -0.85, -0.16)
H (0.34, -1.00, -1.14)
H (-1.72, 0.65, -2.05)
H (-2.26, 0.68, 1.70)
C (6.92, -2.65, -3.75)
C (5.97, -3.84, -3.66)
C (4.94, -3.89, -4.79)
C (3.95, -2.75, -4.95)
N (2.99, -2.48, -3.81)
C (3.63, -1.67, -2.71)
C (3.52, -0.23, -3.17)
C (2.11, -0.18, -3.78)
C (1.85, -1.59, -4.31)
C (2.43, -3.76, -3.28)
H (6.40, -1.69, -3.87)
H (7.54, -2.57, -2.86)
H (7.58, -2.75, -4.61)
H (5.48, -3.86, -2.68)
H (6.55, -4.76, -3.70)
H (4.39, -4.84, -4.75)
H (5.48, -3.92, -5.74)
H (3.31, -2.97, -5.80)
H (4.45, -1.80, -5.16)
H (3.03, -1.84, -1.81)
H (4.64, -2.01, -2.53)
H (4.28, 0.00, -3.92)
H (3.66, 0.47, -2.35)
H (2.02, 0.57, -4.56)
H (1.37, 0.06, -3.02)
H (1.81, -1.66, -5.39)
H (0.92, -1.99, -3.91)
H (3.22, -4.35, -2.83)
H (1.98, -4.31, -4.10)
H (1.68, -3.53, -2.53)